# 1
Computed, not measured: a 13-piece molecular cluster, C39H78O13 overall at a distorted geometry, with ωB97M-V with the def2-TZVPD basis set.

Cartesian coordinates (Å):
C  1.59572  -0.01297  -0.30413
C  0.09874  0.33194  -0.40443
O  -0.33892  0.59558  -1.55620
C  -0.78605  0.25498  0.81738
H  1.68987  -0.67873  0.55377
H  2.10542  0.93532  -0.13362
H  1.90529  -0.43176  -1.26166
H  -0.96660  -0.81350  0.93506
H  -1.76880  0.67399  0.60117
H  -0.47824  0.71425  1.75675
C  -2.06902  1.82350  -4.18069
C  -2.22569  1.94655  -5.71240
O  -2.62131  0.96098  -6.35920
C  -2.05512  3.34963  -6.27231
H  -1.05393  2.05903  -3.86099
H  -2.28621  0.80137  -3.87056
H  -2.70214  2.50894  -3.61729
H  -2.93404  3.95600  -6.05340
H  -1.84760  3.22223  -7.33476
H  -1.20984  3.82481  -5.77449
C  1.40758  -1.84324  -4.25282
C  0.93166  -0.83089  -5.31306
O  0.25407  -1.13990  -6.29524
C  1.27553  0.64658  -5.06344
H  0.87167  -1.95702  -3.31050
H  2.42901  -1.60189  -3.95866
H  1.47581  -2.82626  -4.71877
H  2.32485  0.80651  -4.81552
H  0.64391  0.90282  -4.21285
H  1.03198  1.13822  -6.00528
C  -1.92354  -0.59923  4.43852
C  -2.91075  -1.06094  5.39702
O  -4.09327  -1.26305  5.07924
C  -2.39101  -1.20411  6.84146
H  -1.03495  -1.23050  4.44317
H  -1.52795  0.36078  4.77017
H  -2.25292  -0.46133  3.40867
H  -3.16439  -1.44567  7.57060
H  -1.92115  -0.28690  7.19650
H  -1.60544  -1.95942  6.81938
C  -5.69996  1.64622  5.17543
C  -5.35299  2.30833  3.81288
O  -5.91239  3.31597  3.42771
C  -4.32680  1.58499  2.97005
H  -5.68401  0.58667  4.92007
H  -6.60948  2.01388  5.65050
H  -4.95962  1.86242  5.94567
H  -4.71186  0.59201  2.73806
H  -3.41166  1.37754  3.52465
H  -3.97990  1.98911  2.01903
C  -4.88678  0.25263  -0.19478
C  -5.97538  0.04493  -1.22729
O  -6.98884  -0.61092  -0.93409
C  -5.76347  0.48859  -2.60179
H  -4.21311  1.05624  -0.49220
H  -4.29281  -0.65877  -0.12651
H  -5.31317  0.43879  0.79093
H  -6.42833  -0.05944  -3.26940
H  -4.74327  0.27540  -2.92091
H  -6.03146  1.53557  -2.74365
C  6.93521  0.06766  2.90012
C  6.26302  -0.59514  1.73543
O  6.07749  -1.80967  1.72220
C  5.87310  0.20603  0.49179
H  7.74953  -0.52969  3.31018
H  6.20921  0.31627  3.67422
H  7.45218  0.96079  2.54918
H  4.82549  0.00761  0.26542
H  6.47499  -0.00328  -0.39252
H  6.01657  1.26760  0.69322
C  4.80470  -2.46629  -1.88075
C  4.69491  -3.67118  -2.74912
O  4.10386  -4.67480  -2.33021
C  5.29151  -3.66627  -4.12860
H  4.95365  -2.72315  -0.83197
H  3.85136  -1.94455  -1.96471
H  5.55763  -1.75935  -2.22923
H  5.12384  -4.62536  -4.61865
H  6.36308  -3.58382  -3.94685
H  5.04157  -2.79953  -4.74047
C  -1.71927  3.63888  -0.14938
C  -3.20141  3.60871  -0.49691
O  -3.49476  3.20744  -1.58181
C  -4.26505  4.19043  0.43811
H  -1.29401  4.56016  -0.54749
H  -1.23710  2.74665  -0.54881
H  -1.53734  3.73568  0.92096
H  -5.25651  3.77534  0.25695
H  -4.26775  5.27810  0.36702
H  -4.02873  4.10173  1.49847
C  1.55385  2.23606  4.60682
C  1.89076  1.55510  3.30968
O  1.45614  2.11488  2.27089
C  2.63984  0.22167  3.25259
H  1.51006  3.31605  4.46609
H  2.34151  1.98663  5.31779
H  0.59362  1.90724  5.00422
H  2.89123  0.08960  2.20023
H  2.02112  -0.60787  3.59486
H  3.54966  0.26041  3.85160
C  2.65652  -3.55058  0.94681
C  1.17544  -3.25069  1.19429
O  0.81175  -2.58736  2.17239
C  0.21564  -3.55637  0.06638
H  3.21808  -3.33215  1.85513
H  3.07997  -2.89589  0.18512
H  2.77720  -4.61184  0.72939
H  -0.63191  -2.87215  0.02654
H  -0.22016  -4.55508  0.09381
H  0.73605  -3.50695  -0.89009
C  5.07560  0.74673  -4.82133
C  4.74782  1.48656  -3.55073
O  3.85185  1.09456  -2.84204
C  5.55497  2.73125  -3.24673
H  4.97975  1.38822  -5.69734
H  4.32994  -0.03529  -4.96460
H  6.08731  0.34237  -4.85366
H  5.80673  2.86805  -2.19506
H  5.08857  3.65601  -3.58643
H  6.50107  2.59302  -3.77007
C  -2.48022  -3.76970  2.91903
C  -3.37861  -2.76809  2.22198
O  -2.94224  -1.81701  1.54314
C  -4.87765  -2.95243  2.18139
H  -2.68895  -4.83588  2.83080
H  -2.67883  -3.54132  3.96617
H  -1.42239  -3.58154  2.73547
H  -5.33291  -2.25687  1.47639
H  -5.30962  -2.72225  3.15532
H  -5.12600  -4.01116  2.10707

Results
spin multiplicity = 2
total energy = -68314.797 eV
HOMO-LUMO gap (spin up / spin down) = 0.2373 / 0.1029 Ha
ΔE to the lowest compared entry with this formula, charge and spin = 4.8 kcal/mol
HOMO level (spin up / spin down) = -11.01 / -11.01 eV
total charge = +1



# 2
Computed, not measured: a 12-piece molecular cluster, C39H78O30 overall at a distorted geometry, with ωB97M-V with the def2-TZVPD basis set.

Cartesian coordinates (Å):
C  0.79269  2.37029  -7.01898
O  1.00129  0.95987  -6.89517
C  0.76737  0.47543  -5.68631
O  0.40919  1.09923  -4.72708
O  0.92780  -0.83057  -5.72161
C  0.78588  -1.52866  -4.47713
H  1.52214  2.89196  -6.40344
H  -0.20454  2.67410  -6.70468
H  0.90657  2.60409  -8.07201
H  1.32692  -0.90376  -3.76801
H  1.13904  -2.54636  -4.59094
H  -0.23930  -1.56157  -4.11039
C  4.88702  0.33547  2.06342
O  3.66513  1.01151  2.26317
C  2.74138  0.48600  3.02996
O  2.91206  -0.43482  3.79405
O  1.64652  1.24232  2.95570
C  0.50628  0.92166  3.72617
H  5.43524  0.61076  1.16424
H  4.80531  -0.73472  1.85370
H  5.47778  0.38019  2.97535
H  -0.02425  1.84325  3.95488
H  0.67809  0.44795  4.69432
H  -0.19725  0.25437  3.22257
C  2.04204  9.38198  2.00596
O  1.29114  8.20482  2.18367
C  1.92744  7.04515  2.05188
O  3.11333  6.85091  2.04878
O  1.02122  6.09383  1.96006
C  1.46453  4.74950  1.80236
H  2.33943  9.83771  2.95544
H  1.38470  10.11146  1.53235
H  2.96101  9.27865  1.43054
H  2.05243  4.44376  2.66526
H  2.07097  4.66126  0.90092
H  0.59951  4.10164  1.73024
C  -1.34686  6.22799  5.43253
O  -2.16410  5.57240  4.47738
C  -1.67861  4.55982  3.79125
O  -0.60239  4.03919  3.94684
O  -2.66165  4.10074  3.01598
C  -2.39507  2.93708  2.24268
H  -1.27011  5.53405  6.27778
H  -1.79179  7.15700  5.76508
H  -0.31257  6.35464  5.11148
H  -2.19508  2.14428  2.96067
H  -1.59050  3.06019  1.51484
H  -3.26462  2.68851  1.63858
C  2.12500  -4.56798  -1.63644
O  0.97409  -4.86399  -0.85025
C  1.08652  -4.79089  0.46951
O  2.04658  -4.38292  1.06014
O  0.01307  -5.24371  1.10268
C  -1.05430  -5.81989  0.35631
H  2.38530  -3.52075  -1.51418
H  1.93392  -4.82575  -2.67384
H  2.96191  -5.19492  -1.32761
H  -1.75078  -6.17800  1.11364
H  -0.79456  -6.71055  -0.21492
H  -1.55672  -5.08912  -0.27391
C  4.50342  -0.58144  -4.79399
O  3.83021  -0.23023  -3.58545
C  4.00198  0.99616  -3.10636
O  4.68189  1.84336  -3.61550
O  3.31874  1.08334  -1.97685
C  3.27974  2.34798  -1.36349
H  5.57985  -0.45629  -4.71592
H  4.05833  0.02689  -5.58273
H  4.26201  -1.60874  -5.05450
H  2.79319  3.12293  -1.95556
H  4.28475  2.68486  -1.08861
H  2.78357  2.32055  -0.39305
C  -4.78303  0.92065  3.72471
O  -4.94601  -0.16726  2.83278
C  -3.81336  -0.71705  2.35851
O  -2.70379  -0.25527  2.52110
O  -4.14908  -1.72988  1.60214
C  -3.11917  -2.44405  0.94905
H  -4.07026  0.77793  4.52995
H  -5.75403  1.20592  4.13803
H  -4.62218  1.84395  3.16241
H  -2.54414  -3.10114  1.60686
H  -2.40327  -1.77305  0.47239
H  -3.49865  -3.12254  0.19091
C  -2.71174  -2.55271  -2.33575
O  -3.80261  -3.24971  -2.92498
C  -3.53128  -4.17716  -3.81679
O  -2.43248  -4.45503  -4.22525
O  -4.65194  -4.71127  -4.25200
C  -4.63731  -5.70293  -5.27160
H  -3.02126  -1.65044  -1.82457
H  -2.00805  -2.28532  -3.12020
H  -2.21785  -3.20992  -1.61985
H  -5.05342  -6.61937  -4.85529
H  -3.61041  -5.86785  -5.59139
H  -5.29458  -5.37380  -6.07192
C  0.48777  -2.77311  3.53800
O  -0.49596  -2.17559  4.40466
C  -1.68798  -2.72250  4.46357
O  -2.06097  -3.68744  3.83627
O  -2.40663  -2.12725  5.40721
C  -3.69685  -2.61405  5.63916
H  1.10619  -1.92862  3.24370
H  0.08203  -3.12099  2.59064
H  1.02084  -3.52313  4.11053
H  -4.33298  -2.44521  4.76197
H  -4.22524  -2.06457  6.41834
H  -3.76685  -3.66935  5.90261
C  0.84317  -0.46158  0.23118
C  0.11996  0.86465  0.08338
C  -0.31900  0.89728  -1.35737
O  -0.62328  -0.46157  -1.61683
C  0.28745  -1.30767  -0.92525
H  0.63904  -1.01935  1.14659
H  1.92423  -0.30795  0.18503
H  0.76794  1.69175  0.37272
H  -0.72151  0.80111  0.78047
H  0.48813  1.13606  -2.06859
H  -1.09775  1.62774  -1.57602
H  1.09717  -1.67376  -1.57005
H  -0.19026  -2.22574  -0.57339
C  -5.42608  1.42988  -0.85708
C  -5.80309  2.90326  -1.05045
C  -4.42811  3.57664  -1.04136
O  -3.47906  2.55602  -1.37254
C  -4.13166  1.34100  -1.65774
H  -6.21838  0.75337  -1.17230
H  -5.17803  1.29717  0.20092
H  -6.45316  3.27097  -0.26077
H  -6.24310  3.00502  -2.04456
H  -4.18532  3.94650  -0.04036
H  -4.38016  4.46089  -1.67883
H  -3.55575  0.48849  -1.30249
H  -4.43025  1.28763  -2.71201
C  5.91731  -3.89182  -0.11234
C  5.29174  -2.49366  0.11318
C  4.79591  -2.05500  -1.30321
O  4.95657  -3.22705  -2.06841
C  6.04826  -3.96913  -1.64343
H  5.23128  -4.65770  0.25026
H  6.80512  -3.92992  0.51999
H  6.04223  -1.85485  0.56986
H  4.38817  -2.64891  0.70306
H  5.40864  -1.27094  -1.76181
H  3.77281  -1.68975  -1.24314
H  6.95630  -3.47414  -2.02459
H  6.02862  -5.01128  -1.96103

Results
spin multiplicity = 1
total energy = -103130.780 eV
HOMO-LUMO gap = 0.3722 Ha
ΔE to the lowest compared entry with this formula, charge and spin = 9.1 kcal/mol
HOMO level = -9.52 eV
total charge = 0



# 3
Computed, not measured: C39H80FGaN11O9S as an isolated structure at a distorted geometry, with ωB97M-V with the def2-TZVPD basis set.

Cartesian coordinates (Å):
C  4.85024  2.46488  -0.81699
C  3.67316  2.67293  -0.64703
C  2.19069  2.84529  -0.81284
C  1.61461  1.82728  -1.83611
C  0.09129  1.59253  -1.56615
Ga  -1.18295  2.44438  -2.93301
C  -0.13728  2.88951  -4.63521
C  0.43880  4.34368  -4.67274
C  1.98018  4.43008  -4.54846
F  2.38138  5.13178  -3.38545
C  -2.17421  4.11221  -2.26905
C  -1.34396  5.00612  -1.33005
S  -1.89655  6.77486  -1.52240
C  -0.96721  7.57482  -0.23259
N  -1.33381  8.24510  0.80201
N  -0.14482  8.57217  1.43728
C  0.82001  8.08356  0.77127
O  0.37705  7.42365  -0.34404
N  -2.58234  1.09870  -3.33658
C  -3.31576  0.83520  -2.36013
C  -2.87251  -0.03898  -1.13951
C  -4.80487  1.31678  -2.26538
H  5.90337  2.29815  -0.91502
H  1.91688  3.88730  -1.02913
H  1.73818  2.59048  0.16130
H  1.85124  2.07258  -2.88045
H  2.13288  0.87217  -1.62257
H  -0.18035  1.85174  -0.52815
H  -0.06313  0.50140  -1.64644
H  0.66102  2.13955  -4.78584
H  -0.83960  2.76459  -5.48245
H  0.20724  4.74690  -5.67857
H  -0.03174  5.03135  -3.95014
H  2.47153  3.44712  -4.53178
H  2.41056  4.98795  -5.39333
H  -3.11030  3.84682  -1.75317
H  -2.44483  4.71266  -3.16143
H  -1.51577  4.73530  -0.27572
H  -0.26107  4.99633  -1.51977
H  1.88529  8.10489  0.96591
H  -2.64846  0.66129  -0.31671
H  -1.97703  -0.63080  -1.37040
H  -3.65174  -0.77537  -0.86304
H  -4.88392  2.39582  -2.08179
H  -5.31608  0.81713  -1.41707
H  -5.30807  0.97920  -3.18218
C  -1.37434  0.92080  3.32338
O  -0.95003  0.98612  2.18575
N  -2.48172  0.25202  3.70107
C  -2.92960  0.21510  5.08266
C  -3.25139  -0.45646  2.69279
H  -0.86553  1.42190  4.16510
H  -2.95146  -0.81611  5.42097
H  -3.93532  0.64169  5.14856
H  -2.26031  0.78240  5.72156
H  -2.61890  -1.20486  2.21199
H  -3.59078  0.24821  1.93233
H  -4.11011  -0.94189  3.15195
C  -1.61589  -1.80716  8.21041
O  -1.78977  -1.00722  7.30789
N  -0.94743  -2.96554  8.07637
C  -0.75977  -3.90248  9.17003
C  -0.38951  -3.29387  6.77506
H  -2.00408  -1.63929  9.22902
H  0.30962  -4.04014  9.34745
H  -1.20464  -4.85674  8.90056
H  -1.22701  -3.53747  10.08297
H  0.31737  -2.51817  6.47492
H  -1.19063  -3.33688  6.03421
H  0.11885  -4.25531  6.81873
C  0.55207  -7.00610  9.69708
O  -0.62526  -6.77173  9.90741
N  1.00957  -7.86642  8.77189
C  2.42386  -8.10266  8.56731
C  0.04015  -8.57458  7.94688
H  1.35766  -6.50547  10.26223
H  2.69228  -7.84031  7.54162
H  2.64480  -9.15864  8.73751
H  3.01746  -7.50101  9.25407
H  -0.56611  -7.85131  7.40662
H  -0.61651  -9.16536  8.58364
H  0.54704  -9.22748  7.23986
C  4.54029  4.17188  -7.22344
O  3.42541  3.67622  -7.19545
N  5.65202  3.58414  -6.72841
C  6.94664  4.22620  -6.78989
C  5.54053  2.27029  -6.11622
H  4.72066  5.16433  -7.66455
H  7.63868  3.59983  -7.35961
H  7.33533  4.36192  -5.77747
H  6.86727  5.19888  -7.27296
H  5.14812  1.55965  -6.84599
H  4.84820  2.31731  -5.27394
H  6.51516  1.93439  -5.76797
C  -3.80436  -8.64677  6.88775
O  -2.62859  -8.96376  6.84635
N  -4.27116  -7.38762  6.81919
C  -5.68826  -7.09106  6.87602
C  -3.32801  -6.28474  6.68863
H  -4.60488  -9.39829  6.99632
H  -5.98885  -6.57643  5.96118
H  -5.89094  -6.44675  7.73419
H  -6.26840  -8.00718  6.97526
H  -2.74242  -6.41035  5.77967
H  -2.64980  -6.29103  7.54588
H  -3.85912  -5.33733  6.64846
C  -1.48412  -4.70598  3.39675
O  -2.55324  -4.71453  3.97987
N  -1.04380  -5.67857  2.57591
C  0.24271  -5.60157  1.91086
C  -1.88745  -6.83986  2.35141
H  -0.77146  -3.87066  3.49960
H  0.09590  -5.62902  0.82948
H  0.85951  -6.45137  2.21207
H  0.75619  -4.67899  2.17484
H  -2.84077  -6.52084  1.92741
H  -2.08204  -7.33934  3.30230
H  -1.39808  -7.53171  1.66974
C  1.54879  -2.11573  -6.85718
O  2.72801  -2.42356  -6.89903
N  1.05857  -0.88851  -7.09995
C  -0.35850  -0.58870  -7.03334
C  1.97320  0.18621  -7.43922
H  0.76459  -2.85111  -6.60792
H  -0.69427  -0.22179  -8.00635
H  -0.51811  0.18278  -6.27815
H  -0.93342  -1.47426  -6.76809
H  2.52997  -0.07556  -8.34123
H  2.68134  0.32471  -6.62147
H  1.42385  1.10988  -7.60347
C  3.74985  8.02319  -8.33373
O  4.37287  7.03576  -7.98687
N  2.40988  8.10837  -8.35520
C  1.71938  9.30925  -8.77759
C  1.62926  6.94978  -7.93711
H  4.25287  8.94775  -8.66435
H  1.09706  9.67775  -7.95953
H  1.08525  9.08111  -9.63714
H  2.43207  10.08341  -9.05787
H  1.88159  6.69220  -6.90811
H  1.87075  6.09757  -8.57342
H  0.56647  7.16956  -8.00766

Results
spin multiplicity = 1
total energy = -142485.201 eV
HOMO-LUMO gap = 0.1854 Ha
HOMO level = -3.56 eV
total charge = -1



What is the formula in the third record? C39H80FGaN11O9S



Among the records above, which one has the highest spin multiplicity? C39H78O13



Number 3 is which compound? C39H80FGaN11O9S



Which of these has the highest spin multiplicity? C39H78O13